The following is a quantum chemistry calculation of a cluster of 5 separate species, C25H36BClN6O4P in total at a distorted geometry, from the Open Molecules 2025 dataset.

```
74
Properties=species:S:1:pos:R:3:lowdin_charge:R:1
C -2.178 -3.216 -1.504 0.060
C -3.486 -3.305 -1.321 -0.103
C -4.977 -3.241 -0.739 -0.204
C -5.296 -1.965 0.196 -0.197
C -4.608 -0.587 -0.248 -0.158
C -3.085 -0.369 0.199 -0.075
N -2.497 -1.280 1.203 0.141
C -1.094 -1.196 1.653 -0.067
C -0.576 -2.261 2.774 -0.071
C -1.115 -1.885 4.252 -0.638
O -2.149 -2.519 4.677 -0.021
Cl -0.334 -0.588 5.281 0.664
C -0.099 -0.116 1.105 0.088
B 1.480 0.049 1.564 -0.484
O 1.771 0.728 2.834 0.045
N 2.624 -0.484 0.764 -0.108
C 3.413 0.597 0.078 -0.079
C 2.168 -1.527 -0.211 -0.107
C -0.706 0.895 0.014 0.039
C 0.361 1.962 -0.564 -0.373
O 0.878 1.912 -1.728 0.051
O 0.702 3.044 0.315 0.045
C -2.237 0.827 -0.467 -0.201
P -2.974 2.014 -1.724 0.910
C -4.768 2.548 -1.243 -0.299
C -2.074 3.666 -1.869 -0.314
H -1.022 -3.240 -1.566 0.056
H -5.756 -3.395 -1.593 0.070
H -5.101 -4.183 -0.060 0.125
H -6.450 -1.798 0.130 0.135
H -5.114 -2.263 1.311 0.117
H -4.644 -0.488 -1.409 0.134
H -5.236 0.283 0.209 0.120
H -3.044 -2.044 1.660 0.152
H -1.103 -3.264 2.491 0.143
H 0.550 -2.472 2.716 0.136
H 2.257 1.556 2.597 0.102
H 4.538 0.314 0.119 0.058
H 3.222 1.594 0.623 0.093
H 3.148 0.695 -1.051 0.110
H 1.405 -1.119 -0.993 0.101
H 1.755 -2.481 0.310 0.098
H 3.085 -1.894 -0.832 0.116
H 1.264 3.714 -0.151 0.146
H -4.961 3.645 -1.539 0.056
H -4.969 2.411 -0.103 0.052
H -5.526 1.885 -1.816 0.051
H -2.792 4.432 -2.348 0.062
H -1.718 4.124 -0.858 0.065
H -1.138 3.603 -2.539 0.052
C 8.422 0.199 0.818 -0.052
C 7.317 -0.008 -0.181 -0.205
N 6.424 -0.177 -0.975 0.112
H 8.202 -0.353 1.735 0.082
H 9.368 -0.159 0.406 0.085
H 8.515 1.260 1.055 0.082
C -6.210 -3.694 -5.350 -0.055
C -6.672 -2.953 -4.126 -0.217
N -7.040 -2.363 -3.152 0.108
H -7.026 -4.301 -5.747 0.084
H -5.888 -2.985 -6.115 0.082
H -5.372 -4.347 -5.094 0.080
C 8.500 1.342 -3.338 -0.084
C 9.963 1.029 -3.496 -0.246
N 11.126 0.780 -3.621 0.104
H 8.371 2.186 -2.657 0.074
H 8.068 1.599 -4.307 0.077
H 7.977 0.475 -2.930 0.038
C 0.514 2.710 6.053 -0.102
C 1.040 4.118 6.130 -0.243
N 1.458 5.237 6.190 0.108
H 1.127 2.050 6.671 0.075
H -0.517 2.678 6.413 0.077
H 0.542 2.359 5.020 0.044
```

Output
Charge: +1
HOMO energy (eV): -11.2
LUMO (eV): -4.550